Record 1
Here is a structure of composition C5H11NO from the Open Molecules 2025 dataset. Energies are from ωB97M-V/def2-TZVPD.

Calculated values
Multiplicity: 1
Kohn-Sham gap (hartree): 0.3153
HOMO (eV): -8.642
LUMO energy (Ha): -0.002
Net charge: 0

Geometry as XYZ:
```
18
Properties=species:S:1:pos:R:3:forces:R:3
C -0.172864 2.221823 0.250826 -0.0398 0.0157 -0.0069
C 0.745636 1.161913 0.840439 0.0936 0.1409 0.0403
N 0.160497 -0.164585 0.682812 -0.0036 0.0140 0.0527
C 1.049559 -1.282252 0.504247 0.1626 -0.1673 0.0999
C 0.260630 -0.735507 -0.634404 -0.1621 0.0867 -0.1864
C -0.999008 -1.273362 -1.247531 0.0586 0.0351 0.0524
O -2.202316 -0.955557 -0.910513 0.0367 0.1934 -0.0144
H 0.220810 3.224662 0.444478 -0.0529 -0.1474 -0.0256
H -1.173303 2.143940 0.685880 0.1370 0.0184 -0.0429
H -0.268160 2.099581 -0.834450 0.0090 0.0117 0.1613
H 1.743735 1.220330 0.368156 -0.1363 -0.0458 0.0513
H 0.884489 1.330033 1.913819 -0.0095 -0.0212 -0.1339
H 2.123771 -1.088843 0.491716 -0.1716 -0.0099 -0.0280
H 0.719211 -2.222502 0.938793 0.0676 0.1521 -0.0687
H 0.852064 -0.197419 -1.384729 -0.1153 -0.0468 0.0978
H -0.855769 -1.513876 -2.315402 0.0321 -0.2376 0.1907
H -1.126665 -2.513223 0.095977 -0.0457 0.1511 -0.1363
H -1.859690 -1.639305 0.041228 0.1396 -0.1430 -0.1031
```
Forces are in eV/Å.

Here are the Mulliken charges for atoms 1 to 2, given in e:
1. C -1.1618
2. C -0.3853



Record 2
Here is the molecule C4H5BN2O3 from the Open Molecules 2025 dataset. Energies are from ωB97M-V/def2-TZVPD.

Calculated values
Multiplicity: 1
Kohn-Sham gap (spin up / spin down) (hartree): 0.3158 / 0.3158
HOMO (spin up / spin down) (eV): -9.023 / -9.023
SMILES string: O=Cc1[nH]ncc1B(O)O
LUMO energy (spin up / spin down) (Ha): -0.016 / -0.016
Net charge: 0

Geometry as XYZ:
```
15
Properties=species:S:1:pos:R:3:forces:R:3
O 0.948312 -2.929921 -1.538724 -0.7685 1.0983 -0.2250
C 0.360324 -1.860265 -1.392956 0.4333 -0.5645 0.0334
C 0.541676 -1.096614 -0.178173 -2.7414 6.5398 2.5878
N 1.482881 -1.373823 0.677302 0.7697 -1.1620 -1.5667
N 1.825231 -0.594692 1.641167 -0.6805 1.3096 1.2812
C 0.948380 0.461545 1.616063 -1.2781 -2.0338 -2.8226
C 0.026627 0.424875 0.524602 2.5364 -3.7706 -1.1286
B -1.056590 1.391070 -0.082946 -0.5076 -1.6214 0.4506
O -1.254666 2.650408 0.397169 0.9309 -0.2530 0.2843
O -1.926475 0.785603 -0.989178 0.0239 0.9298 -0.0323
H -0.289156 -1.353016 -2.134796 0.1440 -0.5841 -0.0230
H 2.053343 -2.118740 0.340758 1.0144 -0.9297 0.7171
H 0.909951 1.099530 2.447542 0.2818 1.0029 0.7038
H -1.915208 3.135109 -0.075094 -0.6140 0.5522 -0.2961
H -2.654631 1.378931 -1.252735 0.4557 -0.5137 0.0361
```
Forces are in eV/Å.

Here are the Mulliken charges for atoms 1 to 2, given in e:
1. O -0.5477
2. C 0.0946



Record 3
Here is a structure of composition C46H55As3BrFeO2P2 from the Open Molecules 2025 dataset. Energies are from ωB97M-V/def2-TZVPD.

Calculated values
Multiplicity: 2
Kohn-Sham gap (spin up / spin down) (hartree): 0.2458 / 0.2886
HOMO (spin up / spin down) (eV): -12.606 / -12.609
LUMO energy (spin up / spin down) (Ha): -0.217 / -0.175
Net charge: +2

Geometry as XYZ:
```
110
Properties=species:S:1:pos:R:3:forces:R:3
Fe -1.138571 0.105129 0.843702 0.5503 -0.1892 -0.5409
Br -2.283956 1.675561 2.501246 -0.0415 0.0491 0.0190
C -2.955157 0.304695 3.643882 -0.0767 -0.0840 -0.0419
C -3.715261 0.626395 4.724613 0.0824 -0.0029 -0.1282
C -4.107049 -0.417480 5.589544 0.0386 -0.0954 -0.0021
C -3.674322 -1.692711 5.362905 -0.0496 0.0960 0.0369
C -2.854810 -2.008838 4.250944 -0.0147 0.0127 -0.0036
C -2.314966 -3.305588 4.085256 0.0440 -0.0295 -0.0923
C -1.446581 -3.553062 3.062886 -0.0712 0.0172 0.0542
C -1.155972 -2.545917 2.113549 0.1358 0.0202 0.0264
C -1.727344 -1.301578 2.172566 0.0373 -0.0314 -0.1028
C -2.522767 -0.994565 3.311705 -0.0470 -0.0614 0.0479
H -4.000352 1.648745 4.929261 0.0019 0.0093 -0.0039
H -4.723720 -0.187689 6.446843 -0.0079 -0.0068 0.0055
H -3.938342 -2.486757 6.049427 -0.0039 -0.0031 0.0056
H -2.575415 -4.078103 4.797107 0.0040 -0.0026 0.0047
H -0.993929 -4.530536 2.953978 0.0174 -0.0093 0.0148
H -0.448587 -2.794455 1.326352 -0.1390 0.1336 0.2464
O 0.361924 0.190837 2.129497 -0.1720 0.3416 0.0731
P 1.857188 0.361389 2.273863 0.0054 -0.1993 -0.2129
C 2.619069 -0.541571 0.886912 0.0412 0.2267 -0.0574
P 1.908259 -0.086671 -0.736834 0.1603 -0.0876 0.2488
O 0.395688 -0.016628 -0.661246 -0.4151 0.1805 0.1149
C 2.628414 1.482607 -1.209745 -0.0361 -0.0451 -0.0111
C 3.926980 1.546932 -1.714114 -0.0362 -0.0516 -0.0122
C 4.486012 2.777666 -2.012385 0.0064 0.0929 -0.0103
C 3.752658 3.941344 -1.813992 0.0461 -0.0145 -0.0247
C 2.458948 3.879915 -1.316234 -0.0349 -0.0201 -0.0156
C 1.896731 2.650496 -1.014240 -0.1308 -0.0536 0.0939
C 2.492736 -1.330016 -1.886658 0.0665 -0.0082 0.1215
C 3.616657 -2.108621 -1.611608 -0.0054 -0.0181 0.0617
C 4.086151 -3.009062 -2.555341 -0.0125 -0.0296 -0.0313
C 3.436547 -3.137847 -3.774269 0.0238 -0.0175 0.0103
C 2.316082 -2.366376 -4.053536 -0.0089 -0.0016 -0.0102
C 1.848675 -1.463767 -3.114796 -0.0872 0.0706 0.0066
C 2.444310 -0.379976 3.782918 -0.0628 0.0130 -0.0448
C 3.240425 0.317830 4.686985 0.0553 0.0361 -0.0211
C 3.653146 -0.301365 5.857944 0.0049 0.0034 -0.0067
C 3.265792 -1.604842 6.126498 0.0128 -0.0101 0.0147
C 2.458326 -2.299047 5.232243 0.0148 -0.0080 0.0121
C 2.046775 -1.689945 4.062294 -0.0576 -0.0264 -0.0056
C 2.385541 2.067286 2.195006 0.0454 -0.0616 -0.0384
C 1.461249 3.070723 2.470771 -0.0596 -0.0533 0.0499
C 1.845885 4.401014 2.408126 -0.0118 0.0303 -0.0129
C 3.149196 4.729093 2.067278 0.0368 0.0093 -0.0037
C 4.077854 3.730395 1.799374 0.0036 0.0235 0.0213
C 3.700332 2.401112 1.868397 0.0194 -0.0354 -0.0170
H 2.432029 -1.604515 1.065161 -0.0388 0.0007 0.0195
H 3.699493 -0.384814 0.884106 0.0166 -0.0207 -0.0335
H 4.497975 0.643664 -1.894922 -0.0195 -0.0233 0.0112
H 5.489095 2.831103 -2.412821 0.0098 0.0006 -0.0002
H 4.192659 4.900184 -2.053982 0.0018 0.0045 -0.0052
H 1.893634 4.789138 -1.160267 -0.0149 0.0087 -0.0017
H 0.893623 2.587102 -0.604100 0.1151 0.0132 -0.0500
H 4.133898 -2.028804 -0.664049 0.0062 0.0093 -0.0112
H 4.956797 -3.612056 -2.337353 0.0082 0.0002 0.0017
H 3.804862 -3.840888 -4.508981 0.0013 -0.0040 -0.0058
H 1.810211 -2.466174 -5.004323 -0.0007 0.0013 -0.0072
H 0.984573 -0.850954 -3.337510 0.0800 -0.1068 0.0532
H 3.534845 1.340175 4.486943 0.0000 -0.0059 -0.0075
H 4.273987 0.236922 6.560576 -0.0022 0.0057 0.0069
H 3.589555 -2.084307 7.040524 -0.0020 0.0024 0.0067
H 2.148102 -3.311029 5.454232 -0.0022 -0.0032 -0.0022
H 1.389137 -2.220584 3.383000 -0.0122 0.0022 -0.0252
H 0.449652 2.806576 2.751813 -0.0304 -0.0090 -0.0162
H 1.131876 5.181994 2.633255 -0.0069 0.0001 0.0050
H 3.448341 5.767560 2.015567 -0.0001 0.0077 0.0093
H 5.095414 3.989392 1.540581 0.0080 0.0007 0.0014
H 4.435731 1.631167 1.666393 0.0032 0.0011 -0.0035
C -1.665432 3.487320 -0.827730 0.0500 -0.0834 -0.0047
As -2.384152 1.675227 -0.719019 -0.1264 -0.1297 0.0577
C -4.223559 2.108566 -0.222057 0.0817 -0.0217 -0.0143
C -2.501638 1.305421 -2.633294 0.0036 0.0291 0.0543
C -3.116349 -0.028066 -3.071936 0.1140 -0.0637 0.1266
C -4.540110 -0.177150 -2.530064 -0.0318 -0.0210 0.0334
C -2.242594 -1.193512 -2.596173 -0.0669 0.0182 -0.0744
As -2.071278 -1.631184 -0.684804 -0.0174 0.1065 0.1677
C -3.698461 -2.586600 -0.223921 0.0190 0.0680 -0.0155
C -0.857741 -3.132731 -0.953302 -0.1183 -0.1007 -0.1199
C -3.239546 -0.045318 -4.611756 0.0380 -0.0047 -0.0198
As -1.793473 -0.089868 -5.984021 0.0028 -0.0048 0.0048
C -0.257333 0.847921 -5.184100 -0.0451 0.0244 -0.0165
C -1.109399 -1.923399 -5.781179 -0.0244 0.0267 0.0266
H -2.470838 4.135608 -1.172048 0.0194 0.0085 0.0041
H -0.848049 3.523702 -1.548030 -0.0445 -0.0284 0.0493
H -1.313035 3.837915 0.141926 -0.0109 -0.0261 0.0080
H -4.758887 2.435156 -1.112656 0.0183 -0.0313 -0.0043
H -4.209258 2.921971 0.497901 0.0345 0.0231 0.0490
H -4.733850 1.256961 0.221980 0.0241 0.0078 0.0079
H -1.481612 1.399972 -3.001937 0.0512 -0.0256 -0.0366
H -3.072673 2.142771 -3.046992 -0.0101 -0.0268 0.0197
H -4.578628 -0.161417 -1.439951 0.0182 -0.0211 -0.0043
H -4.976463 -1.121047 -2.860668 0.0034 -0.0057 -0.0001
H -5.180517 0.627000 -2.895052 -0.0084 0.0095 -0.0080
H -1.216115 -1.051183 -2.937747 0.0371 0.0003 0.0340
H -2.599128 -2.126861 -3.042854 -0.0143 0.0196 0.0033
H -3.969967 -3.235607 -1.055882 -0.0197 0.0028 0.0014
H -4.517198 -1.903805 -0.011489 0.0090 0.0125 -0.0052
H -3.502605 -3.187912 0.662739 0.0276 0.0283 -0.0264
H -1.091413 -3.555572 -1.930769 0.0368 0.0222 -0.0192
H -1.016147 -3.903200 -0.201996 -0.0171 0.0581 -0.0914
H 0.177577 -2.802362 -0.950972 0.0475 0.0240 0.0084
H -3.843480 0.819561 -4.901523 0.0183 0.0143 0.0089
H -3.846780 -0.912791 -4.892652 0.0275 -0.0164 -0.0100
H -0.470091 1.912923 -5.098990 -0.0055 0.0086 0.0036
H 0.568477 0.732586 -5.887027 0.0029 0.0037 -0.0026
H 0.063770 0.462079 -4.218160 -0.1032 0.0923 -0.0150
H -1.916593 -2.631312 -5.968022 -0.0075 0.0049 0.0044
H -0.663136 -2.137281 -4.811054 -0.0049 0.0076 0.0318
H -0.358270 -2.071507 -6.557395 -0.0008 -0.0039 -0.0007
```
Forces are in eV/Å.

Here are the Mulliken charges for atoms 1 to 2, given in e:
1. Fe 0.1624
2. Br 0.1853



Record 4
Here is a cluster of 10 separate species, C10H40O10 in total from the Open Molecules 2025 dataset. Energies are from ωB97M-V/def2-TZVPD.

Calculated values
Multiplicity: 1
Kohn-Sham gap (hartree): 0.3748
HOMO (eV): -10.077
SMILES string: CO.CO.CO.CO.CO.CO.CO.CO.CO.CO
LUMO energy (Ha): 0.004
Net charge: 0

Geometry as XYZ:
```
60
Properties=species:S:1:pos:R:3:forces:R:3
C -3.057069 -6.374633 1.167603 -1.3738 1.5738 0.1554
O -1.740189 -5.931973 1.303093 1.4563 -0.4195 0.0733
H -3.286389 -7.389833 1.491443 0.6051 -0.1074 -0.1846
H -3.606909 -5.685653 1.808753 -0.5871 -0.3145 0.3165
H -3.481029 -6.152873 0.188223 0.1794 -0.4962 -0.2871
H -1.392049 -5.546853 0.495563 -0.2285 -0.2210 -0.0683
C -0.993089 -0.197793 0.471973 -1.6376 2.0165 -1.9938
O -0.329709 1.101217 0.189483 1.4787 -1.5175 1.4039
H -1.753619 -0.067033 1.241773 0.0792 -0.0116 0.0733
H -1.471019 -0.321323 -0.499837 -0.6850 -0.8256 0.2453
H -0.482469 -1.145073 0.645303 1.2874 0.8996 0.1854
H -0.914609 1.739407 -0.225507 -0.5073 -0.5247 0.0401
C -1.395659 -0.588623 6.481013 -0.0738 -0.0706 0.1400
O -2.629449 -0.379523 7.184793 0.2927 0.1071 -0.6207
H -1.102049 0.190527 5.777583 -0.5917 0.4858 0.2564
H -0.604559 -0.648873 7.228433 0.2699 -0.4347 -0.2505
H -1.518289 -1.473703 5.856753 0.5124 -0.2726 0.1803
H -2.936949 -1.280633 7.307423 -0.4058 0.1842 0.2882
C 2.395651 -5.022293 4.028043 -1.2455 -1.4990 -0.9593
O 2.392931 -5.667183 2.751423 0.7863 -0.2744 -0.7189
H 1.928081 -4.059233 3.823133 0.6163 0.4567 1.0259
H 1.736071 -5.674013 4.601033 -0.1107 0.5642 0.8630
H 3.390471 -5.121893 4.462233 -0.0779 0.7553 -0.2283
H 1.480961 -5.848763 2.512793 -0.0145 -0.0020 0.0049
C 4.241671 -0.219633 2.825353 0.1490 1.1188 0.5363
O 5.412731 -0.570933 3.541093 0.4089 -0.6545 -0.8188
H 3.808081 -0.966363 2.160153 -0.1505 -0.5884 0.6093
H 3.635011 0.133317 3.659313 -0.8636 -0.1400 -0.6935
H 4.449761 0.609937 2.149633 -0.0281 0.4239 0.0949
H 6.048121 -0.791993 2.856253 0.4728 -0.1683 0.2735
C 1.636121 7.122417 1.004543 -1.1237 -0.6010 0.9567
O 1.895311 7.253167 2.408043 0.4052 0.3491 -0.0634
H 0.592881 7.375727 0.815933 0.0039 0.3451 -0.2886
H 2.289391 7.734597 0.382793 0.1271 -0.2076 0.1821
H 1.669041 6.049177 0.817033 0.5359 0.0777 -0.6054
H 1.114411 7.571887 2.866533 0.0509 0.0329 -0.1844
C -4.030639 5.075467 -1.902927 -1.4792 -0.6885 -0.2441
O -2.976499 4.639977 -1.118827 0.9629 -0.1107 0.9934
H -4.969339 4.725177 -1.473737 -0.3583 -0.0138 0.1260
H -4.125889 6.160667 -1.939987 0.3308 0.0708 -0.6645
H -3.973769 4.509977 -2.833037 0.1629 0.8085 -0.4024
H -3.235059 4.848787 -0.218197 0.4001 -0.1025 0.2096
C 4.220381 1.602627 -3.305907 1.6290 0.7013 0.7139
O 2.833451 1.725267 -3.352197 -0.7141 -0.4214 -0.8948
H 4.759701 1.264467 -4.190717 -1.0744 -0.6518 -0.5278
H 4.694551 2.579697 -3.213237 -0.0834 0.3770 0.5403
H 4.575791 0.981577 -2.483667 -0.0939 -0.0829 0.0957
H 2.446681 1.672577 -2.475137 0.2593 0.0033 0.0760
C -4.033849 -0.031123 -5.328947 1.1210 -0.5777 0.5950
O -5.283759 0.118807 -5.883097 -1.6927 0.0811 -0.2889
H -3.577169 0.951247 -5.208567 0.3208 -0.2291 -0.4506
H -4.040919 -0.487783 -4.339247 -0.2554 0.0362 0.4066
H -3.528809 -0.769053 -5.952247 1.0921 0.5263 -0.0493
H -5.561679 -0.785513 -6.046097 -0.5722 0.1652 -0.2089
C 1.515161 -1.674563 -6.099157 -0.3952 3.1753 1.2438
O 0.783971 -1.432803 -4.870757 -0.6958 -1.5794 0.2954
H 1.696221 -2.716873 -6.361667 -0.1481 0.2635 0.3782
H 0.962841 -1.068373 -6.817197 -0.0874 -0.8551 -0.8771
H 2.373411 -1.024783 -5.927987 1.0070 -0.9214 -0.6551
H 1.053621 -0.620123 -4.436657 0.3521 -0.0141 -0.3496
```
Forces are in eV/Å.

Here are the Mulliken charges for atoms 1 to 2, given in e:
1. C -0.5344
2. O -0.4775



In kcal per mole, the relative energy (zero: lowest compared OMol25 entry of this formula, charge and spin) values for the records above are, in order, 153.85, 37.01, 0.00, 164.76.
In g mol⁻¹, the M values for the records above are, in order, 101.149, 139.907, 1062.407, 320.420.